(1)
# C31H44N4P2Ti

C31H44N4P2Ti as an isolated structure (wB97M-V/def2-TZVPD, the Open Molecules 2025 dataset).

Last column: Mulliken spin population.
Geometry (Å):
Ti 2.94743 1.20654 -0.28877  2.07
C 1.40332 1.22181 3.83072  -0.01
C 1.50227 0.43375 2.75688  0.00
C 0.33994 0.02571 1.95070  0.00
C 0.15688 0.70060 0.55812  -0.07
C 0.26177 2.19938 0.60202  0.01
C -0.28043 3.00753 1.54442  0.07
C -0.76229 2.55574 2.90680  0.01
C 0.34658 2.31020 3.99113  0.00
C 3.17888 3.23193 -0.68698  -0.06
H 2.16343 1.17396 4.64410  0.00
H 2.49042 0.12719 2.29824  -0.01
H -0.56636 0.27528 2.52032  0.00
H 0.33243 -1.07318 1.83077  -0.02
H 0.80483 0.22162 -0.23460  0.08
H -0.87634 0.43384 0.26561  0.01
H 0.75246 2.62802 -0.32117  -0.08
H -0.23459 4.09990 1.39183  0.00
H -1.49749 1.72550 2.83503  0.00
H -1.36869 3.41205 3.28419  0.00
H 0.83875 3.28344 4.16697  0.00
H -0.15126 2.05656 4.93581  0.00
H 2.56745 3.10553 0.31304  -0.02
H 2.56835 3.85709 -1.35373  0.02
H 4.13552 3.72163 -0.41825  0.02
P -1.29248 0.17878 -2.46551  0.01
P -0.32529 -2.64285 -0.07336  0.01
N -2.78919 1.10759 -2.33489  0.00
N -1.56819 -0.10188 -4.23096  0.00
N -1.78953 -2.94570 0.87170  0.00
N 0.05875 -4.42881 -0.33129  0.00
C -2.14989 -1.36312 -1.88350  0.00
C -1.17430 -2.51425 -1.71965  0.00
C -2.83974 2.49378 -2.13063  0.00
C -4.16008 2.91705 -2.21604  0.00
C -4.95926 1.76104 -2.50058  0.00
C -4.10086 0.67678 -2.56175  0.00
C -0.66605 0.30147 -5.22442  0.00
C -1.09529 -0.19424 -6.45484  0.00
C -2.33576 -0.87933 -6.22657  0.00
C -2.60002 -0.79535 -4.86625  0.00
C -2.24342 -2.20587 1.98089  0.00
C -3.51762 -2.65344 2.32114  0.00
C -3.83004 -3.76574 1.46790  0.00
C -2.80456 -3.86086 0.52830  0.00
C -0.45764 -5.68203 0.02201  0.00
C 0.23348 -6.69802 -0.65236  0.00
C 1.22447 -6.04717 -1.46587  0.00
C 1.06326 -4.67746 -1.29237  0.00
H -2.89682 -1.68402 -2.62010  0.00
H -2.71394 -1.14105 -0.96362  0.00
H -1.71720 -3.44576 -1.93633  0.00
H -0.35119 -2.43522 -2.42868  0.00
H -1.93132 3.03183 -1.88768  0.00
H -4.53075 3.93001 -2.07703  0.00
H -6.03634 1.70799 -2.64791  0.00
H -4.33599 -0.36427 -2.71454  0.00
H 0.20006 0.89498 -4.96901  0.00
H -0.58683 -0.10055 -7.40823  0.00
H -2.96586 -1.38382 -6.94894  0.00
H -3.43592 -1.20772 -4.32394  0.00
H -1.62660 -1.44445 2.43991  0.00
H -4.20184 -2.22520 3.05112  0.00
H -4.69033 -4.42906 1.50952  0.00
H -2.71906 -4.49733 -0.35797  0.00
H -1.30955 -5.78313 0.68586  0.00
H 0.05031 -7.77050 -0.57040  0.00
H 1.98088 -6.52784 -2.08910  0.00
H 1.55899 -3.85497 -1.79322  0.00
C 3.97496 3.51168 3.29201  0.00
C 5.00141 2.90193 2.35481  -0.01
C 6.19334 2.48418 3.24177  0.00
C 4.49216 1.72772 1.43585  0.00
H 3.65338 2.79898 4.05954  0.00
H 3.08705 3.88765 2.77839  0.00
H 4.39555 4.37215 3.84249  0.00
H 5.35958 3.71653 1.70773  0.00
H 5.87795 1.76217 4.00776  0.00
H 6.99734 2.03428 2.65526  0.00
H 6.62760 3.34568 3.77239  0.00
H 5.40806 1.37523 0.91760  -0.01
H 4.25688 0.88989 2.10036  -0.03

Calculated values
HOMO energy (alpha / beta) in eV: -7.00 / -7.41
2S+1: 3
Expectation value of S²: 2.01
Total charge: 0

(2)
# C4H9ClO2Si

C4H9ClO2Si as an isolated structure (wB97M-V/def2-TZVPD, the Open Molecules 2025 dataset).

Last column: natural (NBO) charge in e.
Geometry (Å):
C -0.19382 2.59031 -1.34751  -0.26
C 0.10172 1.30122 -1.44068  -0.76
C -0.48648 -2.38817 -1.00292  -0.24
C 1.07926 0.02839 2.53176  -0.23
O 0.22606 -1.48536 -0.18688  -0.92
O 0.82123 0.62058 1.27660  -0.92
Si 0.06124 0.09858 -0.02109  2.24
Cl -2.73242 0.27216 0.27424  -0.69
H -0.21516 3.23712 -2.21028  0.20
H -0.43714 3.04827 -0.40356  0.21
H 0.30943 0.88262 -2.41939  0.23
H 0.02722 -3.34784 -0.95123  0.19
H -0.51880 -2.04142 -2.03578  0.18
H -1.50611 -2.48243 -0.63100  0.21
H 2.06540 -0.43748 2.50677  0.18
H 0.33014 -0.71947 2.78251  0.19
H 1.06823 0.82292 3.27844  0.19

Calculated values
HOMO energy in eV: -9.26
2S+1: 1
Total charge: 0

(3)
# C50H72O42

A 14-piece molecular cluster, C50H72O42 overall (wB97M-V/def2-TZVPD, the Open Molecules 2025 dataset).

Last column: Löwdin charge in e.
Geometry (Å):
C 0.06087 -6.00170 2.19151  -0.12
C -1.41154 -5.58721 2.30897  -0.04
O -1.30491 -4.09493 2.48137  0.07
C -0.06165 -3.72002 2.14824  -0.55
O 0.30489 -2.55155 2.09921  0.11
O 0.70731 -4.79036 2.00517  0.06
H 0.27557 -6.52412 1.25926  0.11
H 0.27007 -6.53536 3.11862  0.14
H -1.80650 -6.10755 3.18152  0.12
H -2.01742 -5.92655 1.46882  0.12
C -3.60066 1.03958 4.19233  -0.09
C -4.58324 0.05189 3.74112  -0.16
O -4.05978 -1.17886 4.08376  0.13
C -3.12980 -1.03589 4.96603  -0.57
O -2.56698 -1.91042 5.62728  0.12
O -2.81617 0.26786 5.14049  0.07
H -4.00029 1.93239 4.67326  0.14
H -3.03304 1.30840 3.30146  0.11
H -4.72374 0.15794 2.66543  0.14
H -5.56062 0.27263 4.17018  0.14
C -5.81932 4.57272 0.56658  -0.13
C -6.29639 5.55362 1.66923  -0.10
O -7.69205 5.55114 1.43978  0.05
C -8.10171 4.74443 0.44532  -0.48
O -9.30178 4.60353 0.15092  0.11
O -6.96771 4.29350 -0.21472  0.03
H -5.44411 3.63355 0.97312  0.11
H -5.04860 5.02958 -0.05421  0.11
H -5.89264 6.55671 1.53175  0.14
H -6.01564 5.00867 2.57052  0.13
C -2.16695 5.27228 -0.87369  -0.19
C -0.78499 5.72542 -0.31986  -0.04
O -0.34619 6.60386 -1.40334  0.07
C -1.29582 6.71482 -2.33174  -0.53
O -1.38635 7.51316 -3.28863  0.11
O -2.36807 5.99516 -1.98557  0.08
H -2.87883 5.31001 -0.04913  0.11
H -2.19327 4.21448 -1.13534  0.10
H -0.14082 4.86857 -0.12252  0.12
H -0.98719 6.28496 0.59345  0.12
C -0.00735 -0.44046 -5.35823  -0.13
C -0.86880 -1.00157 -6.45576  -0.13
O -0.12981 -2.08263 -6.98392  0.07
C 1.19215 -1.81481 -6.66744  -0.54
O 2.14095 -2.46500 -7.04620  0.14
O 1.26144 -0.84474 -5.78056  0.08
H -0.21955 -0.77425 -4.34253  0.10
H -0.09028 0.63850 -5.22756  0.11
H -1.10298 -0.23091 -7.19016  0.14
H -1.81399 -1.26382 -5.98042  0.12
C 1.49220 4.08753 -3.42188  -0.10
C 1.55377 2.88859 -4.33859  -0.19
O 0.78908 3.18980 -5.42694  0.05
C 0.42649 4.52819 -5.33045  -0.52
O -0.05777 5.19654 -6.22819  0.14
O 0.77639 5.03095 -4.16933  0.10
H 2.52359 4.32593 -3.16210  0.12
H 0.88805 3.71775 -2.59341  0.13
H 1.01370 2.04888 -3.90118  0.11
H 2.56358 2.58645 -4.61625  0.13
C -3.82265 -3.77114 -3.95346  -0.01
C -2.76279 -2.95032 -3.33203  -0.39
C -2.31266 -3.28961 -1.92826  -0.10
O -0.92216 -3.25096 -1.96162  0.09
C -0.56984 -3.21149 -3.24496  -0.55
O 0.56048 -3.37839 -3.64970  0.16
O -1.62130 -2.99775 -4.04855  0.10
H -4.76837 -3.71254 -3.41467  0.09
H -3.62929 -4.83798 -4.06559  0.10
H -4.08278 -3.27965 -4.89093  0.10
H -3.05747 -1.90116 -3.35499  0.15
H -2.68363 -4.27772 -1.65602  0.14
H -2.70191 -2.67492 -1.11663  0.13
C 3.76541 -0.79933 -2.93812  0.01
C 4.02133 0.14476 -1.68231  -0.29
C 5.47454 0.43637 -1.20075  -0.10
O 5.61145 1.77906 -1.25958  0.10
C 4.61100 2.36454 -1.86330  -0.51
O 4.49850 3.57048 -2.08988  0.13
O 3.66988 1.41032 -2.09527  0.05
H 4.22416 -0.27568 -3.77684  0.09
H 2.69574 -0.92381 -3.10668  0.07
H 4.14338 -1.81393 -2.81232  0.07
H 3.31321 -0.23628 -0.94646  0.12
H 6.14726 -0.00802 -1.93428  0.14
H 5.66549 0.00863 -0.21653  0.12
C 4.78137 3.89078 3.55150  0.01
C 4.12333 2.63926 2.88842  -0.34
C 2.76943 2.39882 3.38532  -0.14
O 1.93583 2.22163 2.25962  0.08
C 2.56934 2.76951 1.22649  -0.47
O 2.03813 3.02630 0.12953  0.12
O 3.86928 3.03297 1.58314  0.09
H 3.95645 4.60037 3.48749  0.09
H 5.67642 4.26326 3.05325  0.09
H 5.00166 3.83744 4.61767  0.09
H 4.72850 1.73529 2.95713  0.15
H 2.33956 3.17741 4.01548  0.15
H 2.84943 1.51320 4.01570  0.12
C 4.54551 -3.57670 3.60585  0.01
C 4.93630 -2.08749 3.51000  -0.35
C 5.77214 -1.59424 2.29732  -0.07
O 4.71354 -1.10265 1.56146  0.03
C 3.60341 -0.94986 2.28512  -0.55
O 2.52275 -0.52456 1.91467  0.14
O 3.79861 -1.39321 3.50668  0.10
H 4.10234 -3.78078 4.58055  0.08
H 5.48896 -4.11755 3.53175  0.09
H 3.77188 -3.98485 2.95547  0.08
H 5.56714 -1.90794 4.38058  0.16
H 6.30154 -2.40911 1.80354  0.14
H 6.42151 -0.74781 2.52088  0.14
C 3.35849 -3.47597 -0.37297  0.00
C 3.22895 -4.72951 -1.15610  -0.35
C 4.39771 -5.70454 -0.94714  -0.02
O 3.58773 -6.92429 -0.94576  0.08
C 2.29830 -6.68948 -0.77386  -0.56
O 1.42858 -7.46065 -0.41003  0.12
O 2.03189 -5.40011 -0.94881  0.11
H 4.42878 -3.29550 -0.27286  0.09
H 2.83554 -3.49930 0.58310  0.09
H 2.98719 -2.58646 -0.88189  0.07
H 3.24264 -4.52994 -2.22758  0.16
H 4.91410 -5.56761 0.00297  0.13
H 5.01819 -5.78702 -1.83950  0.14
C 1.16119 -2.17796 5.26122  0.01
C 1.42114 -0.78658 5.97158  -0.24
C 0.49907 0.33407 5.53334  -0.11
O -0.22381 0.63281 6.69758  0.07
C 0.17249 -0.13838 7.75222  -0.54
O -0.28474 -0.16120 8.88782  0.13
O 1.11906 -0.96438 7.37230  0.10
H 0.10228 -2.35741 5.07517  0.07
H 1.58023 -3.11972 5.61560  0.08
H 1.57913 -2.05819 4.26169  0.04
H 2.41486 -0.35366 5.85674  0.14
H -0.18357 0.02791 4.74064  0.12
H 1.04605 1.20292 5.16727  0.11
C -5.63025 -0.23740 -2.34419  0.01
C -5.24049 0.91408 -3.35153  -0.28
C -5.24217 2.21333 -2.62602  -0.08
O -3.92655 2.73649 -2.74691  0.12
C -3.14079 1.88260 -3.25508  -0.60
O -1.93487 1.89117 -3.36858  0.14
O -3.85355 0.76462 -3.48467  0.04
H -5.64119 -1.21656 -2.82296  0.07
H -6.59531 0.03824 -1.91902  0.09
H -4.90692 -0.32608 -1.53361  0.08
H -5.70270 0.96279 -4.33748  0.16
H -5.41486 2.10762 -1.55499  0.13
H -6.01242 2.82348 -3.09775  0.15
C -0.06382 -0.28058 -1.17542  0.03
C -1.14863 -0.40184 -0.04708  -0.19
C -0.74219 0.23716 1.27224  -0.10
O -1.47006 1.42954 1.33944  0.07
C -2.35473 1.49593 0.34971  -0.59
O -3.14405 2.44142 0.13890  0.08
O -2.17313 0.54608 -0.46058  0.11
H -0.37141 -0.72449 -2.12223  0.06
H 0.89346 -0.72410 -0.90154  0.08
H 0.18389 0.75749 -1.39710  0.09
H -1.52439 -1.41104 0.12151  0.13
H 0.31728 0.48288 1.34466  0.12
H -1.11827 -0.32342 2.12805  0.13

Calculated values
HOMO energy in eV: -9.99
2S+1: 1
Total charge: 0

In eV, the DFT total energy values for the records above are, in order, -80505.2268 -28790.2677 -139009.8504.
In kJ/mol, the ΔE to the lowest compared entry with this formula, charge and spin values for the records above are, in order, 163.3 163.0 16.4.